Molecular formula: C5H11N
Method: DFT, ωB97M-V/def2-TZVPD

Geometry as XYZ:
```
17
Properties=species:S:1:pos:R:3:forces:R:3
C -0.80719 0.34725 0.92959 0.1484 -0.8527 1.4182
N 0.58567 -0.00972 0.68441 1.8476 0.1242 -3.6867
C 1.20344 -1.24029 1.13331 -2.0330 -0.1395 -0.2404
C 0.87838 0.08584 -0.87862 -2.5838 0.0549 1.8147
C -0.32566 0.98584 -1.31706 -0.0387 -0.3225 -1.5848
C -1.50467 0.50704 -0.44759 0.7810 0.6807 1.4915
H -0.77336 1.27301 1.54404 -0.5116 -0.3921 -0.3893
H -1.21331 -0.49731 1.57203 -0.1549 1.0989 -0.6747
H 2.22450 -1.20946 0.87027 1.2706 0.0344 0.0580
H 0.80112 -2.20352 0.74439 -0.1759 0.4047 -0.4109
H 1.03122 -1.31507 2.16991 0.3826 -0.0887 1.5395
H 0.81615 -0.96175 -1.27862 0.2289 0.9442 0.0381
H 1.82144 0.58179 -1.07167 0.2511 -0.2535 0.0492
H -0.63902 0.97052 -2.41024 0.7243 -0.4207 1.1155
H 0.00241 2.02286 -1.17846 -0.4636 -0.0597 0.4810
H -2.40003 1.20644 -0.38478 1.0394 -1.1928 -0.3496
H -1.70107 -0.54348 -0.68092 -0.7124 0.3802 -0.6693
```
Forces are in eV/Å.

Results
max |F|: 4.126 eV/A
Kohn-Sham gap: 9.21 eV
LUMO energy: 1.14 eV
charge: 0
M: 85.1 u
energy relative to the best compared isomer or geometry (same formula, charge and spin): 1.259 eV
spin multiplicity: 1
energy: -6852.2698 eV



Molecular formula: C5H11N
Method: DFT, ωB97M-V/def2-TZVPD

Geometry as XYZ:
```
17
Properties=species:S:1:pos:R:3:forces:R:3
C -1.63762 -1.83369 -0.24362 1.9903 -0.1599 -0.3919
N -0.20762 -1.34231 -0.45746 -0.5927 -3.0772 -1.5577
C 0.46108 -0.32297 0.18910 -2.1465 3.4412 -1.7734
C 1.12263 0.54082 -0.71584 0.0691 -0.1511 0.7198
C 1.42460 2.07894 -0.61484 -1.6104 -1.0442 0.5348
C -0.11789 0.03467 1.61562 1.2642 0.0209 -0.9162
H -2.02285 -2.62723 -0.92501 1.4410 -0.0047 0.3587
H -2.28774 -1.07008 -0.54117 -1.2476 1.6896 0.3161
H -1.77945 -2.17096 0.77346 -0.1394 0.1461 0.1595
H 0.02868 -1.26161 -1.45982 -0.6064 -0.5085 0.9758
H 1.38708 0.12590 -1.72969 -0.5827 0.1796 1.1167
H 2.43054 2.25773 -0.21700 -0.1362 0.4802 -0.6107
H 0.69198 2.41714 0.14788 0.5843 0.2553 -0.2022
H 1.09427 2.66450 -1.56866 1.1527 -1.2983 1.5332
H 0.72926 0.65858 1.98467 -0.6186 -0.9069 0.8298
H -0.94845 0.81595 1.56370 0.5786 -1.5794 -0.1124
H -0.36848 -0.96538 2.19868 0.6004 2.5176 -0.9798
```
Forces are in eV/Å.

Results
max |F|: 4.427 eV/A
Kohn-Sham gap: 8.00 eV
LUMO energy: 0.98 eV
charge: 0
M: 85.1 u
energy relative to the best compared isomer or geometry (same formula, charge and spin): 2.790 eV
spin multiplicity: 1
energy: -6850.7382 eV



Molecular formula: C5H11N
Method: DFT, ωB97M-V/def2-TZVPD

Geometry as XYZ:
```
17
Properties=species:S:1:pos:R:3:forces:R:3
C 2.45940 -0.55530 0.30553 0.0529 -0.0086 0.0418
C 1.26979 -0.23518 -0.59775 -0.0272 -0.0055 -0.0554
C 0.01203 -0.10488 0.23400 0.2557 -0.1793 0.0984
C -0.30715 1.18843 0.90288 -0.3610 -0.4329 0.3143
N -1.12576 0.59858 -0.34859 0.4040 1.3780 -0.2007
C -2.47954 0.09886 -0.27804 -0.1795 -0.1063 0.0798
H 2.58016 0.23406 1.05564 -0.0251 -0.1260 -0.1130
H 2.31532 -1.50713 0.83171 0.0108 0.1452 -0.0806
H 3.38786 -0.62920 -0.27024 -0.1487 0.0128 0.0869
H 1.44901 0.72215 -1.10416 -0.0597 -0.1281 0.0788
H 1.14955 -1.01069 -1.36740 0.0172 0.1038 0.1037
H -0.34386 -1.06319 0.63131 0.1325 0.1249 0.0303
H -0.89838 1.34132 -1.00251 -0.3302 -0.7160 -0.3825
H -1.00093 1.00516 1.73795 0.1888 -0.0810 0.0506
H -2.69453 -0.58208 -1.10787 0.0009 0.0608 0.0983
H -3.18767 0.93231 -0.29469 0.1213 -0.1149 0.0188
H -2.58531 -0.43322 0.67222 -0.0530 0.0732 -0.1695
```
Forces are in eV/Å.

Results
max |F|: 1.450 eV/A
Kohn-Sham gap: 8.32 eV
LUMO energy: 0.93 eV
charge: 0
M: 85.1 u
energy relative to the best compared isomer or geometry (same formula, charge and spin): 3.442 eV
spin multiplicity: 1
energy: -6850.0862 eV



Molecular formula: C5H11N
Method: DFT, ωB97M-V/def2-TZVPD

Geometry as XYZ:
```
17
Properties=species:S:1:pos:R:3:forces:R:3
C 0.52767 1.52289 -0.00304 -0.6613 1.5251 2.3174
C 0.20644 0.03094 0.06612 0.9155 0.4035 -0.2724
C 1.48499 -0.84717 0.04215 0.4351 -1.8235 1.1319
C -0.78023 -0.27112 -1.01873 -0.5670 1.6350 -0.8063
C -0.97628 -0.27623 1.04814 1.9053 -0.1962 0.1178
H 0.93611 1.82807 1.04739 -0.3665 -0.2220 -1.9006
H -0.38274 2.24767 -0.20491 1.6895 -1.7972 0.3087
H 1.28666 1.65115 -0.76476 0.1625 0.4090 -0.0723
H 1.23357 -1.92414 -0.45005 0.6048 2.3868 1.4855
H 2.36246 -0.45041 -0.55272 -1.1872 -0.1189 0.5872
H 1.87675 -0.97712 1.15942 -0.7182 -0.0115 -2.3812
H -0.81682 0.34618 -1.89847 0.2558 0.9794 -0.3031
H -0.58283 -1.20716 -1.49907 -0.9146 -1.6004 0.6083
H -2.56795 -0.70751 -0.11633 0.1433 1.5727 0.0496
H -0.92669 -1.38980 1.21027 -0.4051 0.9805 0.3186
H -0.98476 0.31963 1.99816 -0.3420 -0.6030 -0.8095
N -1.89634 0.10412 -0.06358 -0.9499 -3.5191 -0.3795
```
Forces are in eV/Å.

Results
max |F|: 3.665 eV/A
Kohn-Sham gap: 10.54 eV
LUMO energy: 0.94 eV
charge: 0
M: 85.2 u
energy relative to the best compared isomer or geometry (same formula, charge and spin): 2.215 eV
spin multiplicity: 1
energy: -6851.3139 eV



Molecular formula: C5H11N
Method: DFT, ωB97M-V/def2-TZVPD

Geometry as XYZ:
```
17
Properties=species:S:1:pos:R:3:forces:R:3
C -1.58099 0.02261 -1.99900 -1.5053 0.0063 1.4729
C -1.10891 -0.02299 -0.48613 -0.7373 1.1477 -2.6039
C 0.38473 -0.11089 -0.43818 0.7795 0.6983 2.3856
C 0.82777 0.15988 1.01301 1.5438 -2.2717 -0.1653
C 1.91253 0.89451 1.29286 -0.8830 0.3245 0.4531
N 0.37325 -0.87472 1.91939 -0.2953 0.6986 -1.3669
H -2.53408 -0.51666 -2.00114 0.2332 -0.3755 -0.5736
H -1.92603 1.02680 -2.25279 0.5740 0.1433 -0.1679
H -0.89361 -0.35374 -2.75319 0.0440 -0.1112 0.2105
H -1.65791 -0.77642 0.07816 0.6300 -0.3704 -0.1361
H -1.46008 0.91237 -0.05317 0.2201 0.1839 0.1842
H 1.05814 0.59723 -0.93247 -1.0649 0.3036 -0.9198
H 0.72415 -1.08816 -0.80502 0.0290 -0.0775 0.4763
H 2.18859 1.72683 0.66648 0.3705 -0.0779 -0.2689
H 2.45592 0.72196 2.21845 -0.2490 0.4045 0.0570
H 0.31085 -0.64720 2.89516 0.6118 -0.0997 0.1226
H 0.92566 -1.67144 1.63759 -0.3011 -0.5268 0.8403
```
Forces are in eV/Å.

Results
max |F|: 2.940 eV/A
Kohn-Sham gap: 9.75 eV
LUMO energy: 1.05 eV
charge: 0
M: 85.1 u
energy relative to the best compared isomer or geometry (same formula, charge and spin): 1.564 eV
spin multiplicity: 1
energy: -6851.9647 eV



Molecular formula: C5H11N
Method: DFT, ωB97M-V/def2-TZVPD

Geometry as XYZ:
```
17
Properties=species:S:1:pos:R:3:forces:R:3
C -0.50763 -0.05410 1.72703 -0.1634 -0.0473 0.2974
C 1.17992 0.58285 0.68688 0.1849 0.1727 -0.1252
N 0.50462 0.59813 -0.53280 -0.0118 -0.0189 0.0563
C 0.99545 0.95613 -1.69787 0.0299 0.0016 -0.0731
C -0.82272 0.14608 -0.36156 0.0017 -0.0312 -0.2921
C -1.00483 -1.32243 -0.65370 0.0083 -0.0637 0.0856
H 0.20013 -0.41528 2.48367 -0.0749 0.0694 -0.1519
H -0.93753 0.88363 2.08174 0.0786 -0.1330 -0.0690
H -1.29536 -0.81253 1.67759 0.1304 0.1149 -0.0458
H 1.02534 1.48476 1.27631 -0.0519 -0.1642 -0.0227
H 2.23882 0.30053 0.61629 -0.1375 -0.0124 0.0141
H 1.83643 1.63775 -1.74634 -0.1257 -0.0921 0.0429
H 0.56224 0.55052 -2.60519 0.0298 0.0387 0.1502
H -1.54255 0.77518 -0.90616 0.0667 -0.0407 0.0940
H -0.94261 -1.52766 -1.73386 -0.0037 0.0644 0.1466
H -1.98918 -1.66104 -0.30787 0.1352 0.0530 -0.0466
H -0.23621 -1.91918 -0.15084 -0.0966 0.0887 -0.0608
```
Forces are in eV/Å.

Results
max |F|: 0.343 eV/A
Kohn-Sham gap (spin up / spin down): 7.48 / 7.48 eV
LUMO energy (spin up / spin down): 0.84 / 0.84 eV
charge: 0
M: 85.1 u
energy relative to the best compared isomer or geometry (same formula, charge and spin): 6.227 eV
spin multiplicity: 1
energy: -6847.3011 eV



Molecular formula: C5H11N
Method: DFT, ωB97M-V/def2-TZVPD

Geometry as XYZ:
```
17
Properties=species:S:1:pos:R:3:forces:R:3
C -0.28887 -0.29165 1.85936 0.0602 -0.5549 -0.5850
C -1.06984 -0.02608 0.55817 0.1650 -0.6886 -0.2177
C -0.20427 -0.19216 -0.67322 0.3909 1.0160 -0.8259
C -0.17034 0.77385 -1.60594 0.3207 0.4822 1.8277
C 1.09100 1.37831 -2.17160 -1.0349 -0.2154 -1.5594
N 0.48611 -1.53477 1.82902 -0.0194 0.1289 0.5605
H 0.40451 0.52018 2.07439 -0.1422 0.2883 -0.0424
H -1.04049 -0.34781 2.64748 0.1946 0.1288 0.2072
H -1.94986 -0.67127 0.55101 -0.0959 -0.0461 0.0217
H -1.37217 1.01896 0.58364 -0.3620 -0.0545 -0.0388
H 0.60149 -0.91197 -0.78036 0.0531 -0.1497 0.6723
H -1.00250 1.47565 -1.54706 0.0861 0.1694 -0.1791
H 0.85834 1.77544 -3.16610 0.3560 -0.0568 -0.1041
H 1.31013 2.26235 -1.57598 0.2227 -0.1167 0.2396
H 1.95141 0.71921 -2.24763 -0.0091 -0.0901 0.2040
H 0.16506 -2.19590 2.51658 -0.0067 -0.1871 -0.1652
H 0.58104 -1.96297 0.92459 -0.1791 -0.0536 -0.0156
```
Forces are in eV/Å.

Results
max |F|: 1.917 eV/A
Kohn-Sham gap: 9.89 eV
LUMO energy: 1.14 eV
charge: 0
M: 85.1 u
energy relative to the best compared isomer or geometry (same formula, charge and spin): 1.558 eV
spin multiplicity: 1
energy: -6851.9702 eV